Molecular formula: C41H110N20O13
Method: DFT, wB97M-V/def2-TZVPD

Each line ends with the Löwdin charge.
Geometry (Å):
C  -6.402  -1.765  3.128  -0.003
C  -6.971  -3.089  2.527  -0.460
C  -7.859  -2.794  1.357  -0.172
C  -7.096  -2.286  0.139  -0.195
C  -6.107  -3.375  -0.292  -0.142
C  -5.048  -3.638  0.804  -0.441
N  -5.746  -3.839  2.030  -0.095
O  -4.749  -4.018  3.053  -0.024
C  -4.422  -4.979  0.291  -0.035
C  -3.879  -2.432  0.756  -0.007
C  -7.750  -4.031  3.430  -0.036
H  -5.440  -1.488  2.697  0.064
H  -6.288  -1.796  4.211  0.079
H  -7.105  -0.948  2.961  0.079
H  -8.600  -3.535  1.057  0.119
H  -8.584  -1.982  1.418  0.119
H  -6.460  -1.487  0.520  0.079
H  -7.766  -1.879  -0.619  0.112
H  -5.543  -3.042  -1.163  0.112
H  -6.828  -4.140  -0.582  0.123
H  -3.569  -5.298  0.891  0.057
H  -5.110  -5.822  0.229  0.086
H  -4.006  -4.767  -0.694  0.081
H  -3.537  -2.113  -0.229  0.071
H  -4.321  -1.451  0.929  0.020
H  -3.145  -2.291  1.549  0.053
H  -7.227  -4.127  4.382  0.076
H  -7.970  -5.017  3.023  0.090
H  -8.688  -3.578  3.751  0.085
H  -4.371  -4.882  2.871  0.078
C  -5.567  0.334  -1.624  -0.044
C  -5.766  1.786  -1.366  -0.489
C  -5.769  2.117  0.180  -0.110
C  -4.456  2.114  0.961  -0.151
C  -3.417  2.979  0.244  -0.128
C  -3.234  2.717  -1.258  -0.495
N  -4.556  2.528  -1.931  -0.112
O  -4.400  2.330  -3.291  -0.025
C  -2.462  3.959  -1.830  -0.027
C  -2.319  1.617  -1.630  -0.052
C  -6.966  2.294  -2.085  -0.049
H  -5.068  -0.017  -0.721  0.058
H  -5.187  -0.047  -2.573  0.100
H  -6.542  -0.152  -1.653  0.070
H  -6.327  3.037  0.354  0.113
H  -6.575  1.530  0.621  0.110
H  -4.174  1.064  1.039  0.090
H  -4.258  2.578  1.928  0.117
H  -2.483  2.657  0.705  0.108
H  -3.397  4.065  0.332  0.113
H  -2.080  4.746  -1.180  0.048
H  -1.593  3.743  -2.450  0.073
H  -3.158  4.591  -2.381  0.083
H  -2.903  0.738  -1.357  0.079
H  -2.103  1.653  -2.698  0.075
H  -1.458  1.777  -0.980  0.082
H  -6.976  3.384  -2.102  0.094
H  -7.867  1.816  -1.701  0.091
H  -7.065  1.968  -3.121  0.085
H  -4.933  2.948  -3.798  0.101
C  0.802  -1.261  2.332  -0.084
C  0.300  -0.354  1.287  -0.397
C  1.356  0.005  0.232  -0.172
O  2.411  0.827  0.780  -0.209
C  3.033  1.696  -0.235  -0.050
N  -0.918  -1.032  0.689  0.065
H  0.091  -1.367  3.152  0.079
H  1.727  -0.752  2.602  0.071
H  1.079  -2.227  1.909  0.083
H  -0.154  0.528  1.740  0.139
H  0.834  0.699  -0.427  0.088
H  1.594  -0.841  -0.412  0.093
H  2.338  2.386  -0.713  0.067
H  3.495  1.031  -0.965  0.072
H  3.838  2.262  0.233  0.069
H  -0.991  -2.016  0.903  0.044
H  -1.826  -0.669  0.942  0.041
C  1.702  -1.529  -6.791  -0.042
C  1.511  -2.084  -5.343  -0.466
C  0.793  -1.138  -4.317  -0.182
O  1.612  -0.034  -4.089  -0.222
C  0.949  1.087  -3.549  -0.077
N  0.867  -3.279  -5.541  0.012
H  2.235  -2.252  -7.408  0.080
H  2.188  -0.555  -6.740  0.071
H  0.721  -1.244  -7.170  0.075
H  2.515  -2.320  -4.992  0.125
H  0.678  -1.630  -3.352  0.109
H  -0.186  -0.890  -4.727  0.127
H  -0.102  1.269  -3.775  0.085
H  1.604  1.934  -3.754  0.081
H  1.096  1.025  -2.471  0.058
H  0.423  -3.674  -4.725  0.074
H  0.078  -3.287  -6.171  0.081
C  6.632  -1.406  1.489  -0.040
C  7.354  -0.748  0.254  -0.365
C  7.824  -1.820  -0.806  -0.181
O  8.957  -2.423  -0.157  -0.171
C  9.402  -3.511  -0.943  -0.125
N  6.448  0.269  -0.337  0.032
H  6.342  -0.785  2.337  0.066
H  7.312  -2.059  2.037  0.065
H  5.764  -2.029  1.274  0.065
H  8.229  -0.144  0.493  0.121
H  8.149  -1.282  -1.696  0.117
H  6.953  -2.425  -1.058  0.088
H  9.657  -3.202  -1.956  0.084
H  8.809  -4.426  -0.931  0.087
H  10.378  -3.776  -0.537  0.086
H  6.683  0.428  -1.306  0.049
H  5.707  -0.372  -0.583  0.006
C  -1.643  7.193  0.471  -0.062
C  -0.645  8.077  -0.315  -0.419
C  0.106  7.478  -1.542  -0.171
O  0.506  6.133  -1.227  -0.242
C  1.590  5.613  -2.031  -0.068
N  -1.279  9.361  -0.653  0.029
H  -2.553  7.110  -0.123  0.069
H  -1.983  7.636  1.408  0.076
H  -1.209  6.217  0.690  0.055
H  0.084  8.323  0.457  0.131
H  1.023  8.044  -1.707  0.119
H  -0.643  7.488  -2.333  0.121
H  1.467  5.626  -3.114  0.086
H  1.845  4.598  -1.730  0.068
H  2.321  6.374  -1.757  0.083
H  -0.525  9.982  -0.908  0.064
H  -1.809  9.318  -1.512  0.062
C  4.869  1.210  -4.049  -0.817
O  4.069  2.101  -4.127  0.038
N  6.179  1.359  -4.126  0.166
N  4.422  0.077  -3.699  0.195
H  6.889  0.665  -4.309  0.104
H  6.516  2.306  -4.221  0.112
H  3.420  0.039  -3.583  0.088
H  5.109  -0.639  -3.512  0.108
C  2.151  4.197  2.564  -0.767
O  2.641  5.236  2.958  0.035
N  1.390  4.182  1.495  0.176
N  2.346  2.979  3.085  0.170
H  0.904  3.341  1.218  0.102
H  1.123  5.144  1.344  0.107
H  2.891  2.971  3.936  0.110
H  2.236  2.193  2.461  0.065
C  6.765  3.796  1.714  -0.765
O  7.062  4.467  2.689  0.024
N  5.835  4.108  0.839  0.162
N  7.329  2.649  1.391  0.153
H  5.123  4.808  0.992  0.113
H  5.656  3.519  0.039  0.087
H  7.950  2.212  2.057  0.112
H  7.253  2.292  0.449  0.069
C  3.849  -2.720  -1.456  -0.735
O  4.363  -1.608  -1.171  -0.017
N  4.570  -3.793  -1.524  0.189
N  2.595  -2.947  -1.600  0.207
H  5.545  -3.615  -1.717  0.103
H  4.093  -4.670  -1.680  0.122
H  2.310  -3.890  -1.819  0.129
H  2.044  -2.234  -1.143  0.085
C  -0.829  -4.097  3.897  -0.755
O  -1.557  -4.577  3.015  -0.018
N  -1.293  -3.222  4.754  0.197
N  0.435  -4.121  3.885  0.174
H  -0.623  -2.791  5.374  0.069
H  -2.303  -3.187  4.765  0.128
H  0.995  -3.739  4.633  0.128
H  1.016  -4.816  3.439  0.096
C  0.330  -6.847  1.113  -0.797
O  0.950  -7.294  0.156  0.007
N  0.772  -5.726  1.578  0.127
N  -0.850  -7.093  1.502  0.205
H  0.072  -5.030  1.792  0.069
H  1.623  -5.305  1.236  0.117
H  -1.181  -6.463  2.218  0.082
H  -1.400  -7.900  1.243  0.135
C  1.127  -0.656  6.206  -0.834
O  -0.012  -1.036  6.056  0.037
N  1.836  -0.213  5.284  0.187
N  1.815  -0.600  7.284  0.178
H  2.804  0.062  5.364  0.133
H  1.355  -0.016  4.418  0.097
H  1.354  -0.927  8.121  0.128
H  2.771  -0.280  7.335  0.123

Atoms 1-3, force components in eV/Å:
C -1.036 0.073 0.642
C 1.849 -0.131 -0.397
C -1.142 1.261 -2.422

Its charge is 0. The value obtained for the max |F| is 9.29 eV/A. The HOMO energy is -7.86 eV. The calculation puts the HOMO-LUMO gap at 7.86 eV.